{"formula": "C4H6N2", "method": "ωB97M-V/def2-TZVPD", "symbols": ["H", "N", "C", "C", "N", "C", "C", "H", "H", "H", "H", "H"], "xyz": [[0.999, 2.417, -1.857], [0.463, 1.649, -1.470], [0.759, 0.850, -0.605], [1.688, 0.501, 0.568], [0.582, -0.298, 1.246], [-0.268, -0.341, 0.301], [-1.589, -1.069, 0.053], [2.351, -0.149, 0.171], [2.162, 1.279, 1.046], [-2.287, -1.200, 0.830], [-1.433, -2.153, -0.346], [-2.093, -0.468, -0.734]], "forces_ev_per_a": [[0.505, -0.113, 0.608], [-0.747, 0.577, -1.551], [-2.341, -2.380, 2.290], [-4.151, -0.319, -0.636], [0.647, 0.051, 0.218], [1.437, 1.709, -1.648], [1.340, -0.647, -2.190], [2.569, -2.302, -0.819], [0.815, 1.765, 1.507], [-0.411, 0.251, 1.502], [0.109, 1.995, 0.427], [0.228, -0.588, 0.292]], "mulliken_charge": [0.24, -0.51, 0.30, -0.42, -0.56, 0.44, -0.91, 0.25, 0.37, 0.33, 0.22, 0.24], "gap_ev": 9.81, "fmax_ev_per_a": 4.2, "lumo_energy_ha": 0.0411, "e_above_lowest_ev": 3.443, "smiles": "[H]/N=C1\\CN=C1C"}

{"formula": "C3H5IO2S", "method": "ωB97M-V/def2-TZVPD", "symbols": ["C", "C", "C", "O", "O", "S", "I", "H", "H", "H", "H", "H"], "xyz": [[0.784, 1.011, 0.069], [0.601, 0.102, -1.248], [0.453, -0.288, 0.092], [3.061, -1.638, -1.383], [3.660, -2.347, 0.911], [3.056, -1.391, 0.029], [4.354, 0.746, 0.295], [1.909, 1.223, 0.151], [0.081, 1.766, 0.165], [-0.278, 0.165, -1.883], [1.569, 0.069, -1.811], [0.020, -0.942, 0.780]], "forces_ev_per_a": [[2.605, 1.869, -2.059], [1.000, 1.019, -1.048], [1.654, -3.333, 0.624], [0.304, -0.308, -0.670], [0.105, -0.201, 0.133], [-1.841, 0.042, 0.504], [0.459, 0.754, 0.091], [-1.213, 0.237, 0.014], [-0.986, 1.545, 1.129], [-0.057, -0.038, 0.128], [-0.974, -0.485, 0.665], [-1.054, -1.102, 0.490]], "mulliken_charge": [0.13, -0.41, -0.20, -0.46, -0.49, 0.57, -0.06, -0.33, 0.35, 0.27, 0.23, 0.39], "gap_ev": [6.73, 6.29], "fmax_ev_per_a": 3.8, "lumo_energy_ha": [-0.0767, -0.0885], "e_above_lowest_ev": 2.696}

{"formula": "BrNO5S", "method": "ωB97M-V/def2-TZVPD", "symbols": ["N", "O", "O", "O", "O", "O", "S", "Br"], "xyz": [[-1.078, 0.415, -0.146], [-1.138, 1.586, -0.131], [-1.829, -0.400, -0.560], [0.324, -1.604, -0.624], [0.965, -0.717, 1.629], [1.676, 0.651, -0.586], [0.545, -0.514, 0.270], [3.294, 0.215, -0.136]], "forces_ev_per_a": [[0.114, -0.610, -0.500], [0.233, 1.397, 0.553], [-0.978, -0.141, 0.136], [0.801, 0.358, 0.660], [-0.723, 0.866, -1.123], [-4.119, -1.251, 1.157], [2.140, -0.239, -1.328], [2.532, -0.379, 0.444]], "mulliken_charge": [0.91, -0.46, -0.44, -0.43, -0.45, -0.30, 1.04, 0.12], "gap_ev": 9.30, "fmax_ev_per_a": 4.5, "lumo_energy_ha": -0.0552, "e_above_lowest_ev": 0.717}

{"formula": "C26H58IrP4Se", "method": "ωB97M-V/def2-TZVPD", "symbols": ["Ir", "P", "P", "P", "H", "C", "C", "H", "C", "C", "C", "C", "C", "C", "C", "C", "C", "H", "H", "H", "H", "H", "H", "H", "H", "H", "H", "H", "H", "H", "H", "H", "H", "H", "H", "H", "H", "H", "H", "H", "H", "H", "H", "H", "H", "H", "C", "C", "C", "C", "C", "C", "Se", "H", "H", "H", "H", "H", "H", "C", "C", "C", "P", "C", "C", "C", "C", "C", "C", "H", "H", "H", "H", "H", "H", "H", "H", "H", "H", "H", "H", "H", "H", "H", "H", "H", "H", "H", "H", "H"], "xyz": [[-1.186, -0.980, -0.214], [-2.401, -1.329, 1.698], [0.094, -2.815, -0.532], [-2.855, -1.415, -1.660], [0.269, 1.128, -1.196], [-0.802, 0.929, -1.144], [-1.462, 1.156, 0.099], [-0.853, 1.495, 0.951], [-1.768, -0.579, 3.242], [-2.557, -3.110, 2.050], [-4.072, -0.567, 1.616], [1.138, -2.570, -2.015], [1.331, -3.160, 0.768], [-0.776, -4.403, -0.799], [-3.980, 0.009, -1.890], [-3.979, -2.806, -1.279], [-2.162, -1.721, -3.316], [-1.359, 1.038, -2.082], [-2.515, 1.447, 0.116], [-1.585, 0.491, 3.071], [-0.831, -1.054, 3.557], [-2.512, -0.686, 4.046], [-1.563, -3.572, 2.151], [-3.119, -3.634, 1.265], [-3.090, -3.211, 3.005], [-3.981, 0.516, 1.464], [-4.554, -0.738, 2.589], [-4.708, -0.986, 0.828], [1.549, -3.542, -2.321], [1.972, -1.887, -1.808], [0.553, -2.158, -2.846], [1.963, -4.019, 0.491], [0.846, -3.385, 1.726], [1.984, -2.285, 0.896], [-0.018, -5.196, -0.877], [-1.367, -4.401, -1.725], [-1.435, -4.642, 0.048], [-4.728, -0.265, -2.646], [-3.438, 0.893, -2.242], [-4.506, 0.264, -0.962], [-4.625, -2.941, -2.157], [-4.624, -2.605, -0.413], [-3.437, -3.744, -1.102], [-2.996, -1.667, -4.026], [-1.696, -2.713, -3.396], [-1.419, -0.961, -3.592], [1.564, 1.827, -5.195], [0.924, 2.815, -4.420], [0.702, 4.091, -4.948], [1.142, 4.403, -6.240], [1.815, 3.442, -7.000], [2.026, 2.168, -6.486], [1.823, 0.038, -4.562], [0.989, 0.203, -3.308], [0.597, 2.574, -3.408], [0.182, 4.839, -4.340], [0.958, 5.404, -6.648], [2.174, 3.690, -8.000], [2.547, 1.417, -7.077], [0.207, 3.402, 2.795], [1.087, 2.321, 3.434], [0.511, 1.928, 4.807], [1.312, 0.905, 2.278], [2.203, 1.646, 0.802], [3.392, 2.542, 1.116], [2.620, 0.518, -0.156], [2.642, -0.173, 3.045], [3.692, 0.508, 3.924], [1.947, -1.306, 3.808], [0.181, 4.267, 3.471], [-0.825, 3.048, 2.683], [0.563, 3.736, 1.810], [2.104, 2.716, 3.577], [-0.585, 1.855, 4.776], [0.894, 0.983, 5.209], [0.748, 2.731, 5.519], [1.417, 2.260, 0.331], [4.265, 1.960, 1.434], [3.655, 3.075, 0.194], [3.159, 3.290, 1.882], [1.786, -0.186, -0.304], [2.910, 0.929, -1.138], [3.485, -0.044, 0.240], [3.182, -0.593, 2.176], [3.252, 1.052, 4.771], [4.331, -0.294, 4.323], [4.335, 1.197, 3.364], [1.558, -0.963, 4.778], [1.113, -1.735, 3.241], [2.678, -2.100, 4.003]], "forces_ev_per_a": [[0.882, 0.877, 0.248], [0.077, 0.339, -0.529], [-0.187, -0.718, 0.390], [-0.360, -0.027, 0.494], [-0.196, -0.070, -0.104], [-0.337, 0.483, 0.363], [-0.032, 0.267, -0.193], [-0.410, 0.053, -0.325], [-0.051, -0.120, 0.004], [-0.407, 0.097, 0.537], [0.004, -0.408, 0.506], [0.159, -0.339, -0.312], [0.235, -0.387, -0.109], [0.683, -0.409, -0.074], [-0.263, -0.311, -0.396], [-0.205, -0.078, -0.670], [-0.578, -0.177, -0.412], [0.276, 0.074, 0.332], [0.415, 0.121, 0.052], [-0.123, -0.226, 0.030], [-0.252, 0.062, -0.060], [0.243, 0.037, -0.170], [-0.313, 0.268, -0.022], [0.168, 0.272, 0.268], [0.072, -0.242, -0.196], [0.068, -0.306, 0.068], [-0.083, 0.084, -0.263], [0.252, 0.076, 0.288], [0.018, 0.218, -0.033], [-0.202, -0.176, 0.131], [0.030, -0.224, 0.229], [-0.172, 0.203, 0.095], [0.069, 0.049, -0.278], [-0.245, -0.199, -0.043], [-0.301, 0.022, -0.039], [0.216, 0.108, 0.275], [0.250, 0.173, -0.269], [0.069, 0.203, 0.132], [-0.099, -0.178, 0.054], [0.199, -0.126, -0.233], [-0.034, -0.148, 0.238], [0.286, 0.055, -0.306], [-0.086, 0.345, -0.090], [0.270, -0.099, -0.130], [-0.180, 0.245, 0.111], [-0.238, -0.089, 0.190], [0.122, -0.890, 0.431], [-0.587, 1.052, 0.223], [-0.095, -0.911, 1.041], [-0.065, 0.285, -0.129], [0.326, -0.746, -0.133], [0.302, 0.188, -0.776], [-0.642, 1.649, -0.041], [0.514, 0.043, -0.690], [0.002, 0.138, -0.250], [0.260, -0.317, -0.292], [0.111, -0.438, 0.147], [-0.111, -0.129, 0.312], [-0.095, 0.205, 0.000], [-0.002, 0.229, -0.013], [-1.240, 0.054, 0.218], [-0.071, 0.013, 0.145], [3.223, 1.355, 0.752], [-1.060, -0.508, -0.672], [0.141, 0.243, 0.492], [-0.055, -0.216, -0.118], [-0.652, -0.826, -0.420], [0.028, 0.513, 0.160], [0.086, -0.345, 0.269], [-0.002, -0.137, -0.247], [0.164, 0.068, 0.044], [-0.032, -0.012, 0.313], [-0.019, -0.350, -0.214], [0.265, -0.003, -0.090], [0.029, 0.328, -0.083], [-0.032, -0.261, -0.131], [0.250, -0.156, -0.026], [-0.225, 0.183, -0.106], [-0.012, -0.103, 0.176], [0.190, -0.063, -0.236], [0.243, 0.108, -0.044], [-0.045, -0.079, 0.385], [-0.341, 0.301, -0.256], [-0.429, 0.053, 0.298], [0.149, -0.240, -0.187], [-0.190, 0.249, -0.071], [-0.180, -0.170, 0.198], [0.164, -0.118, -0.312], [0.252, -0.005, 0.111], [-0.227, 0.094, 0.046]], "lowdin_spin": [0.85, 0.13, 0.15, 0.14, 0.03, 0.20, 0.12, 0.03, 0.05, 0.03, 0.02, 0.06, 0.04, 0.00, 0.02, 0.02, 0.04, 0.02, 0.01, 0.01, 0.01, 0.01, 0.00, 0.00, 0.01, 0.00, 0.00, 0.00, 0.01, 0.00, 0.00, 0.01, 0.00, 0.00, 0.00, 0.00, 0.00, 0.01, 0.00, 0.00, 0.01, 0.00, 0.00, 0.01, 0.00, 0.00, 0.16, 0.08, 0.03, 0.18, 0.01, 0.09, 0.43, 0.02, 0.00, 0.00, 0.01, 0.00, 0.00, 0.00, 0.10, 0.00, 0.58, 0.07, 0.03, 0.02, 0.07, 0.03, 0.01, 0.00, 0.00, 0.00, 0.02, 0.00, 0.00, 0.00, 0.00, 0.00, 0.01, 0.00, 0.03, 0.00, 0.00, 0.00, 0.00, 0.01, 0.00, 0.00, 0.00, 0.00], "total_charge": 3, "multiplicity": 5, "gap_ev": [6.76, 4.37], "fmax_ev_per_a": 3.6, "lumo_energy_ha": [-0.2671, -0.4249], "e_above_lowest_ev": 0.119}